No. 1
{
  "formula": "C5H9N3",
  "method": "the ωB97M-V functional and the def2-TZVPD basis",
  "charge": 0,
  "homo_lumo_gap_ev": 8.669,
  "e_lumo_ha": 0.0290,
  "de_lowest_kj_mol": 713.0,
  "symbols": ["C", "C", "C", "C", "C", "H", "H", "H", "H", "H", "H", "H", "H", "H", "N", "N", "N"],
  "positions_angstrom": [[-1.07390, 0.16920, -0.92984], [-1.22723, -0.66101, 0.85434], [0.07994, -0.19473, 0.16323], [0.91918, 1.15713, 0.48966], [1.15387, -1.10579, -0.17124], [-0.78327, 1.02161, -1.42152], [-1.23436, -0.69288, -1.52980], [-2.97963, 0.13564, -0.36714], [-1.40475, -1.72368, 0.52786], [-0.89994, -0.79910, 1.99812], [0.60075, 1.46756, 1.65246], [0.39157, 1.91407, -0.72678], [2.95324, 1.16218, 0.18967], [0.99896, -2.05969, -0.67658], [-2.06520, 0.36970, 0.07216], [2.20246, 0.57151, -0.06487], [2.36829, -0.73172, -0.05973]],
  "nbo_charge": [-0.175, -0.220, -0.167, -0.232, -0.010, 0.180, 0.166, 0.368, 0.190, 0.205, 0.239, 0.177, 0.362, 0.191, -0.616, -0.477, -0.180]
}

---

No. 2
{
  "formula": "H4N2S",
  "method": "the ωB97M-V functional and the def2-TZVPD basis",
  "charge": 0,
  "homo_lumo_gap_ev": 9.744,
  "e_lumo_ha": 0.0274,
  "de_lowest_kj_mol": 48.7,
  "smiles": "NNS",
  "symbols": ["N", "N", "S", "H", "H", "H", "H"],
  "positions_angstrom": [[-1.17027, 0.21498, 0.09529], [-0.08160, -0.70968, 0.05734], [1.62989, -0.01502, 0.05093], [-1.04851, 0.80344, 0.82459], [-1.21297, 0.76302, -0.75243], [0.10080, -1.40488, 0.90757], [1.78265, 0.34814, -1.18329]],
  "nbo_charge": [-0.624, -0.577, 0.035, 0.329, 0.354, 0.385, 0.098]
}

---

No. 3
{
  "formula": "C22H19ClN4O",
  "method": "the ωB97M-V functional and the def2-TZVPD basis",
  "charge": 0,
  "homo_lumo_gap_ev": 6.526,
  "e_lumo_ha": 0.0029,
  "de_lowest_kj_mol": 662.5,
  "smiles": "N#Cc1ccc([C@H]2CC(=O)[C@@H]3NC(C4CC4)=C(c4ccc(Cl)cc4)N3N2)cc1",
  "symbols": ["N", "C", "C", "C", "C", "C", "C", "C", "C", "O", "C", "N", "C", "C", "C", "C", "C", "C", "C", "C", "C", "Cl", "C", "C", "N", "N", "C", "C", "H", "H", "H", "H", "H", "H", "H", "H", "H", "H", "H", "H", "H", "H", "H", "H", "H", "H", "H"],
  "positions_angstrom": [[-7.09716, 0.56748, -2.47140], [-6.18210, 0.56213, -1.77181], [-5.12118, 0.35425, -0.86288], [-4.49851, -0.91089, -0.89626], [-3.41838, -1.20766, -0.12866], [-2.81417, -0.26064, 0.59340], [-1.45620, -0.54547, 1.25177], [-1.49475, -1.25804, 2.54123], [-0.10607, -1.63999, 2.91893], [0.06079, -1.86848, 4.07558], [0.97545, -1.80090, 1.83637], [2.24246, -1.08777, 2.07288], [2.71569, -0.48166, 0.95437], [3.78224, 0.51804, 1.24024], [5.15775, -0.11048, 1.39292], [4.69612, 0.59351, 0.07812], [1.64000, -0.53307, 0.02231], [1.47617, 0.28134, -1.19805], [0.82026, -0.26660, -2.34805], [0.67053, 0.48260, -3.52146], [1.06865, 1.79081, -3.60908], [0.53515, 2.69767, -5.00097], [1.74470, 2.32986, -2.51984], [1.93855, 1.58670, -1.32425], [0.63146, -1.30906, 0.50931], [-0.70130, -1.14686, 0.15945], [-3.51007, 1.06113, 0.67072], [-4.68254, 1.39475, -0.05143], [-4.77162, -1.67539, -1.57194], [-3.06736, -2.21992, -0.10522], [-0.86017, 0.33007, 1.51015], [-1.85167, -0.55972, 3.36048], [-2.29585, -1.98067, 2.44564], [1.13820, -2.86919, 1.69530], [2.53907, -0.74095, 2.98729], [3.50315, 1.28071, 1.87392], [5.83390, 0.44548, 2.10594], [5.20295, -1.18948, 1.53210], [5.12657, 1.47257, -0.37411], [4.58611, -0.07627, -0.84584], [0.22452, -1.19950, -2.29633], [0.25544, -0.09014, -4.37698], [2.14670, 3.32325, -2.58496], [2.21787, 2.16039, -0.42950], [-0.86198, -0.52482, -0.70479], [-3.08025, 1.95338, 1.16438], [-5.05912, 2.36752, 0.00102]],
  "nbo_charge": [-0.298, 0.271, -0.172, -0.149, -0.220, -0.004, -0.073, -0.516, 0.578, -0.503, 0.034, -0.616, 0.121, -0.290, -0.415, -0.414, 0.134, -0.083, -0.209, -0.233, -0.034, 0.009, -0.223, -0.190, -0.293, -0.473, -0.176, -0.171, 0.229, 0.234, 0.172, 0.252, 0.246, 0.186, 0.405, 0.223, 0.213, 0.225, 0.225, 0.234, 0.224, 0.231, 0.226, 0.227, 0.407, 0.217, 0.234]
}

---

No. 4
{
  "formula": "C10H22F6IN2O4SbTi",
  "method": "the ωB97M-V functional and the def2-TZVPD basis",
  "s_squared": 0.76,
  "charge": 1,
  "homo_lumo_gap_ev": [7.631, 6.523],
  "e_lumo_ha": [-0.1739, -0.2188],
  "multiplicity": 2,
  "symbols": ["Ti", "C", "C", "C", "O", "C", "O", "O", "H", "H", "H", "H", "H", "H", "H", "I", "C", "C", "C", "C", "H", "H", "H", "H", "H", "H", "H", "H", "H", "C", "N", "C", "N", "O", "H", "H", "H", "H", "H", "H", "F", "Sb", "F", "F", "F", "F", "F"],
  "positions_angstrom": [[-0.71317, 0.61115, -0.23308], [2.84433, 2.03231, -1.42174], [2.08535, 1.82979, -0.12007], [2.97933, 1.90743, 1.10607], [1.38459, 0.54271, -0.15279], [0.95573, 2.87340, -0.04137], [1.14553, 4.02775, 0.15168], [-0.24737, 2.29588, -0.22799], [3.66966, 1.32262, -1.49838], [3.25153, 3.04176, -1.44304], [2.18234, 1.90602, -2.28008], [3.90672, 1.35917, 0.94143], [2.47691, 1.48379, 1.97598], [3.21968, 2.94904, 1.31125], [2.00289, -0.16125, -0.40310], [-3.32654, 1.31751, -0.14946], [-2.54035, -0.98309, 2.76490], [-1.13206, -0.41495, 2.91800], [-0.91923, 0.02304, 4.39589], [-0.84850, 0.82780, 2.14788], [-2.64639, -1.86316, 3.39873], [-2.74572, -1.28922, 1.74115], [-3.29070, -0.24989, 3.06467], [-0.39477, -1.18652, 2.69257], [-1.69108, 0.73146, 4.69640], [0.05778, 0.47634, 4.56260], [-0.99677, -0.86748, 5.01950], [0.19543, 1.15411, 2.17330], [-1.54972, 1.64114, 2.31107], [0.11465, -0.21388, -4.52517], [-1.09795, -0.86886, -4.04431], [-1.56349, -0.69300, -2.81622], [-2.63040, -1.36391, -2.40135], [-0.93357, 0.12246, -2.04895], [0.24097, -0.46082, -5.57428], [0.98347, -0.56131, -3.96747], [0.02541, 0.86617, -4.42812], [-1.55293, -1.53225, -4.64799], [-3.12545, -1.99040, -3.01275], [-3.04322, -1.16365, -1.50255], [-0.70305, -1.21737, 0.18653], [0.56756, -3.01058, -0.05544], [1.78537, -4.31680, -0.53065], [1.62054, -2.02837, 1.17089], [-0.45439, -3.57848, 1.39627], [1.26704, -1.83079, -1.38475], [-0.81601, -3.49679, -1.21564]],
  "nbo_charge": [1.578, -0.631, 0.154, -0.631, -0.743, 0.773, -0.482, -0.692, 0.228, 0.260, 0.225, 0.231, 0.224, 0.260, 0.549, -0.170, -0.601, -0.300, -0.576, -0.317, 0.231, 0.217, 0.216, 0.232, 0.218, 0.216, 0.243, 0.213, 0.231, -0.417, -0.553, 0.828, -0.759, -0.697, 0.233, 0.219, 0.220, 0.417, 0.421, 0.440, -0.633, 3.174, -0.628, -0.659, -0.632, -0.682, -0.648]
}

---

No. 5
{
  "formula": "C61H63F3GeN5RuS",
  "method": "the ωB97M-V functional and the def2-TZVPD basis",
  "s_squared": 8.82,
  "charge": -2,
  "homo_lumo_gap_ev": [4.225, 4.486],
  "e_lumo_ha": [0.1544, 0.1156],
  "multiplicity": 6,
  "symbols": ["Ru", "C", "C", "C", "C", "C", "C", "C", "C", "C", "C", "C", "C", "C", "C", "C", "C", "N", "C", "C", "C", "N", "C", "C", "C", "N", "C", "C", "C", "C", "C", "C", "C", "C", "C", "C", "C", "C", "N", "C", "C", "H", "H", "H", "H", "H", "H", "H", "H", "H", "H", "H", "H", "H", "H", "H", "H", "H", "H", "H", "H", "H", "H", "H", "H", "H", "H", "H", "H", "H", "H", "H", "H", "H", "H", "H", "H", "H", "H", "H", "H", "H", "H", "H", "H", "F", "C", "F", "F", "C", "C", "C", "C", "N", "C", "S", "H", "H", "H", "C", "Ge", "C", "C", "C", "C", "C", "C", "C", "C", "C", "C", "C", "C", "C", "C", "C", "C", "C", "C", "H", "H", "H", "H", "H", "H", "H", "H", "H", "H", "H", "H", "H", "H", "H", "H"],
  "positions_angstrom": [[-0.16919, 0.54623, -0.25617], [-5.18000, 2.82469, 3.16465], [-4.99831, 1.33459, 2.84412], [-4.07992, 1.09424, 1.68909], [-4.43944, 0.90079, 0.35099], [-5.82292, 0.81668, -0.22036], [-6.34636, -0.62639, -0.24047], [-3.24299, 0.72824, -0.35015], [-3.08253, 0.23970, -1.72977], [-2.14946, 1.04792, -2.53196], [-2.26498, 1.44385, -3.87863], [-3.45099, 1.24205, -4.76905], [-4.26599, 2.52996, -4.94431], [-1.06868, 2.06635, -4.20525], [-0.23977, 1.98702, -3.05081], [1.10679, 2.33552, -3.00185], [1.95583, 2.14929, -1.92061], [1.58616, 1.70090, -0.69138], [2.71570, 1.72428, 0.09683], [2.74032, 1.46435, 1.44544], [1.62556, 1.22006, 2.24847], [0.32953, 1.09281, 1.78957], [-0.47429, 1.11845, 2.88893], [-1.87549, 1.11851, 2.88411], [-2.66467, 1.02067, 1.74258], [-2.17055, 0.80086, 0.47637], [0.31875, 1.22449, 4.07242], [1.63528, 1.27043, 3.66654], [2.84465, 1.37963, 4.54437], [3.45533, 0.00788, 4.85458], [-0.21077, 1.30918, 5.46934], [-0.64543, 2.73057, 5.85331], [3.84200, 2.15517, -0.68241], [3.36976, 2.43582, -1.93417], [4.14480, 2.88982, -3.13008], [4.05202, 4.40304, -3.36828], [5.24113, 2.29130, -0.17019], [5.49973, 3.65546, 0.48270], [-0.94303, 1.39553, -2.02863], [-0.65726, 2.62484, -5.53058], [-0.51115, 4.15246, -5.52660], [-5.78881, 2.96021, 4.06390], [-5.67050, 3.33579, 2.33405], [-4.20861, 3.29494, 3.32269], [-5.97683, 0.89789, 2.62270], [-4.61360, 0.82675, 3.73401], [-5.83128, 1.21574, -1.23825], [-6.50410, 1.43799, 0.36958], [-5.71837, -1.24105, -0.88787], [-7.37785, -0.67637, -0.60296], [-6.30669, -1.05355, 0.76329], [-4.05015, 0.15574, -2.22152], [-4.08738, 0.45806, -4.35383], [-3.11780, 0.88656, -5.74893], [-4.53962, 2.93493, -3.96836], [-5.17899, 2.35082, -5.52059], [-3.67363, 3.28564, -5.46486], [1.54488, 2.70293, -3.92100], [3.69836, 1.54225, 1.94636], [-2.38190, 1.19269, 3.83867], [2.56222, 1.86874, 5.48128], [3.59773, 2.01478, 4.06992], [2.70534, -0.65208, 5.29402], [4.29735, 0.09576, 5.54823], [3.80753, -0.46698, 3.93781], [0.55579, 0.96764, 6.17099], [-1.06352, 0.63350, 5.57938], [0.21044, 3.40817, 5.83629], [-1.08718, 2.74972, 6.85454], [-1.38174, 3.10524, 5.14059], [3.77135, 2.36574, -4.01379], [5.19521, 2.61351, -3.00640], [3.01074, 4.70210, -3.49765], [4.61219, 4.69763, -4.26016], [4.45500, 4.94788, -2.51243], [5.94484, 2.15290, -0.99500], [5.44006, 1.49966, 0.55634], [5.31985, 4.45923, -0.23290], [6.53014, 3.73164, 0.84091], [4.82618, 3.80508, 1.32785], [-1.39950, 2.33691, -6.27959], [0.29280, 2.16949, -5.82625], [-1.46931, 4.63119, -5.31266], [-0.15633, 4.51727, -6.49534], [0.19502, 4.46298, -4.75632], [0.43847, -0.98009, -5.43691], [-0.22872, -2.08952, -5.02373], [-1.09863, -2.38733, -6.05044], [0.70576, -3.09962, -5.07886], [-0.94899, -1.95034, -3.74956], [-2.28241, -2.44644, -3.65378], [-3.01590, -2.21577, -2.54745], [-2.49091, -1.27815, -1.51805], [-1.05585, -1.21868, -1.46469], [-0.35165, -1.43524, -2.57200], [1.34647, -1.17893, -2.45324], [-2.67311, -3.06273, -4.45572], [-3.99032, -2.66548, -2.39137], [-2.85764, -1.55713, -0.52655], [1.18913, -0.93438, 0.10070], [1.16057, -2.65778, 0.89359], [3.09161, -3.10384, 1.05630], [3.66349, -4.21332, 0.43925], [5.03981, -4.40222, 0.43762], [5.87014, -3.47937, 1.05748], [5.31569, -2.37429, 1.69077], [3.94127, -2.19137, 1.68438], [0.35779, -4.25810, 0.03469], [0.08813, -4.29575, -1.33154], [-0.39203, -5.45376, -1.92963], [-0.59552, -6.59689, -1.16913], [-0.31889, -6.57680, 0.19220], [0.15072, -5.41372, 0.78646], [0.43478, -2.73703, 2.74359], [-0.83109, -2.21587, 3.00874], [-1.38112, -2.29827, 4.27873], [-0.66765, -2.89006, 5.31249], [0.60042, -3.40060, 5.06668], [1.14346, -3.32292, 3.79091], [2.22387, -0.61404, 0.06958], [3.02062, -4.93243, -0.05763], [5.46943, -5.26516, -0.05907], [6.94604, -3.61048, 1.03203], [5.96104, -1.65181, 2.17896], [3.50869, -1.31413, 2.15773], [0.25551, -3.41052, -1.93223], [-0.60494, -5.45905, -2.99214], [-0.97230, -7.50194, -1.63298], [-0.47008, -7.47002, 0.78903], [0.35390, -5.39931, 1.85335], [-1.38278, -1.73315, 2.20808], [-2.37193, -1.89858, 4.46516], [-1.09288, -2.94755, 6.30827], [1.16283, -3.86536, 5.86978], [2.13722, -3.71753, 3.60076]],
  "mulliken_spin": [1.669, 0.026, 0.023, 0.178, -0.047, 0.015, 0.002, 0.281, 0.036, 0.335, -0.027, -0.003, 0.005, 0.132, -0.038, 0.238, -0.018, 0.103, -0.038, 0.188, 0.036, 0.065, -0.002, 0.262, -0.046, -0.028, 0.045, -0.022, 0.007, 0.005, 0.023, 0.016, -0.015, 0.004, -0.002, 0.001, 0.002, -0.001, -0.007, -0.002, 0.018, -0.004, -0.001, -0.001, 0.001, 0.011, -0.005, 0.000, 0.002, -0.002, 0.002, -0.020, -0.004, 0.002, 0.000, -0.001, -0.001, 0.081, 0.036, 0.105, 0.001, 0.002, 0.001, -0.002, 0.008, 0.002, 0.000, 0.000, -0.004, -0.003, 0.001, 0.000, -0.002, -0.001, 0.002, 0.001, -0.002, 0.001, 0.000, 0.000, -0.001, 0.009, -0.001, 0.000, -0.002, 0.002, -0.002, 0.000, 0.006, 0.027, 0.004, 0.021, 0.035, 0.061, 0.130, 0.392, -0.001, 0.002, 0.001, 0.566, 0.083, -0.027, 0.004, 0.001, 0.000, -0.002, 0.004, 0.021, -0.039, 0.002, 0.000, 0.000, -0.002, 0.056, -0.041, 0.018, 0.004, 0.000, -0.007, -0.008, 0.000, 0.000, 0.000, 0.000, 0.033, 0.018, 0.000, 0.000, 0.000, 0.001, 0.014, -0.003, 0.000, -0.001, 0.000]
}

---

No. 6
{
  "formula": "C6H6NO2S2",
  "method": "the ωB97M-V functional and the def2-TZVPD basis",
  "charge": -1,
  "homo_lumo_gap_ev": 5.673,
  "e_lumo_ha": 0.1144,
  "de_lowest_kj_mol": 64.6,
  "symbols": ["C", "C", "C", "C", "C", "C", "N", "O", "O", "S", "S", "H", "H", "H", "H", "H", "H"],
  "positions_angstrom": [[-1.04906, -1.31627, -1.21907], [0.70464, -2.71366, -2.00092], [0.11214, -0.65318, -1.43819], [-0.70610, 1.60186, -3.27969], [-0.29837, 0.95710, 1.45376], [0.33622, 0.68559, -1.29962], [1.11773, -1.50536, -1.82863], [-1.78720, 1.19588, -3.23015], [0.18234, 2.24382, -3.61028], [-0.93163, -2.99619, -1.51359], [-0.63735, 1.59391, -0.19156], [-1.99486, -0.98856, -0.88653], [1.41290, -3.53547, -2.06911], [-1.09484, 1.40345, 2.17909], [0.79194, 1.07068, 1.76695], [-0.36923, -0.18159, 1.32644], [1.34329, 0.98026, -1.30220]],
  "nbo_charge": [-0.548, -0.165, 0.089, 1.026, -0.803, -0.718, -0.439, -0.584, -0.580, 0.308, 0.175, 0.231, 0.189, 0.209, 0.195, 0.215, 0.201]
}